[1]
DFT (ωB97M-V/def2-TZVPD) results for a molecular structure, C15H19ClN3O7P2Tc.

- Gap between HOMO and LUMO (spin up / spin down): 7.732 / 7.708 eV
- Strongest force on any atom: 0.8 eV/Å
- Net charge: -1
- Energy above the lowest of the compared OMol25 structures with the same formula, charge and spin: 0.0 kJ/mol
- DFT total energy: -67974.8793 eV
- Multiplicity: 2

Structure (XYZ):
```
48
C15H19ClN3O7P2Tc ωB97M-V/def2-TZVPD
Tc 0.3803 -0.1857 -0.3528
C -1.7307 0.4228 -0.1809
C -1.7175 -0.9965 -0.2726
C -1.3195 -1.5323 1.0390
C -0.9973 -0.4690 1.8511
C -1.1157 0.7489 1.0659
C -0.9503 2.1035 1.6722
C -0.5743 -0.5068 3.2793
C -1.3256 -2.9805 1.3830
C -2.3503 -1.8588 -1.3152
C -2.3612 1.3867 -1.1372
H -1.0871 2.9046 0.9493
H 0.0406 2.2096 2.1146
H -1.6910 2.2337 2.4664
H 0.5135 -0.4904 3.3513
H -0.9432 -1.4090 3.7674
H -0.9649 0.3552 3.8223
H -0.4867 -3.5007 0.9188
H -2.2372 -3.4601 1.0209
H -1.2653 -3.1263 2.4613
H -1.6428 -2.6130 -1.6623
H -2.7074 -1.2799 -2.1655
H -3.2117 -2.3769 -0.8864
H -1.7859 2.3080 -1.2212
H -3.3648 1.6504 -0.7926
H -2.4557 0.9616 -2.1355
O 4.2555 -0.4232 1.2765
P 2.8094 -0.7855 0.7346
O 1.7514 -0.2628 1.6506
O 2.5367 -0.2719 -0.6798
O 2.8426 -2.3797 0.6551
P 1.9322 -3.1434 -0.5017
O 2.8354 -3.0137 -1.8058
O 1.7395 -4.5381 -0.1042
O 0.7034 -2.2508 -0.6980
H 4.9531 -0.8417 0.7605
H 2.6908 -2.1446 -2.2220
N 0.7655 1.7781 -0.5636
C 0.9545 2.9069 -0.7383
C 1.1063 4.2644 -0.9525
C 0.3962 4.8526 -2.0308
N -0.1807 5.3237 -2.9131
C 1.9038 5.0464 -0.0793
N 2.5501 5.6884 0.6291
Cl 1.5448 -0.4279 -3.4681
C 0.0970 -0.0550 -2.4510
H -0.6444 -0.7708 -2.7905
H -0.1917 0.9496 -2.7483
```

Results of the natural (NBO) charge analysis, in e, for atoms 1 through 2:
1 Tc 0.774
2 C -0.032


[2]
DFT (ωB97M-V/def2-TZVPD) results for C15H19N in the gas phase.

- Gap between HOMO and LUMO: 9.146 eV
- Strongest force on any atom: 5.9 eV/Å
- Energy above the lowest of the compared OMol25 structures with the same formula, charge and spin: 189.7 kJ/mol
- SMILES string: CC1(C)[C@H]2C=C(c3ccccn3)[C@]1(C)CC2
- DFT total energy: -17350.6831 eV

Structure (XYZ):
```
35
C15H19N ωB97M-V/def2-TZVPD
N 1.8978 1.6128 0.9260
C 0.3406 -0.6725 -1.5391
C 0.5350 -0.0184 -0.3037
C 3.0343 2.2363 1.2018
C 1.8674 0.5155 0.1505
C 4.1769 1.5783 0.8442
C 2.9847 -0.1075 -0.2979
C 4.2126 0.4028 0.0980
C -0.7895 0.6648 1.7735
C -1.7146 1.3998 -1.3764
C -3.2838 -0.3431 -0.3382
C -1.2604 -2.3772 -0.3381
C -0.9042 -1.6324 0.9020
C -1.1207 -1.2065 -1.3262
C -0.7678 -0.1218 0.4897
C -1.8139 0.0283 -0.6540
H 0.9769 -0.8142 -2.3815
H 2.9957 3.2172 1.5465
H 5.1959 1.9646 1.1488
H 3.0593 -1.0931 -0.7018
H 5.0153 -0.2642 -0.1325
H -0.7548 1.7102 1.6899
H -1.6273 0.3656 2.2745
H 0.0770 0.3959 2.3595
H -0.7098 1.7437 -1.5228
H -2.1725 2.2038 -0.8437
H -2.3299 1.2679 -2.2641
H -3.6193 -1.0856 -1.0373
H -3.9772 0.4830 -0.4647
H -3.3560 -0.7637 0.6939
H -2.2432 -2.6389 -0.4301
H -0.6771 -3.2372 -0.5855
H -1.6519 -1.9080 1.6930
H 0.1243 -2.1387 1.0886
H -1.7197 -1.3674 -2.3429
```

Results of the natural (NBO) charge analysis, in e, for atoms 1 through 2:
1 N -0.415
2 C -0.190


[3]
DFT (ωB97M-V/def2-TZVPD) results for a molecular structure, C15H19N2O6S4W.

- Gap between HOMO and LUMO (spin up / spin down): 6.459 / 4.685 eV
- Strongest force on any atom: 0.6 eV/Å
- Net charge: +3
- Energy above the lowest of the compared OMol25 structures with the same formula, charge and spin: 166.7 kJ/mol
- DFT total energy: -76260.1128 eV
- Multiplicity: 3

Structure (XYZ):
```
47
C15H19N2O6S4W ωB97M-V/def2-TZVPD
W 0.1003 0.1448 -0.1195
C 2.7347 -1.0755 2.0388
C 1.7828 -0.3981 3.0035
S 0.0860 -0.3275 2.3794
C -0.5004 -2.0409 2.4823
C -1.9184 -2.0115 1.9585
S -1.9660 -1.2275 0.3054
C -3.3127 0.0045 0.4863
C -2.8890 1.2375 1.2707
S -1.5275 1.9821 0.3188
C -0.2274 2.7214 1.3611
C 0.9478 2.0027 0.7131
S 2.5505 -0.5254 0.3526
H 2.5928 -2.1647 2.0017
H 3.7778 -0.9157 2.3265
H 2.0621 0.6374 3.1967
H 1.7438 -0.9100 3.9669
H -0.4843 -2.3451 3.5301
H 0.1386 -2.7096 1.9050
H -2.5767 -1.4501 2.6210
H -2.3155 -3.0190 1.8347
H -4.1425 -0.5217 0.9613
H -3.6129 0.2446 -0.5350
H -2.5682 1.0258 2.2904
H -3.7043 1.9627 1.2994
H -0.3863 2.4724 2.4083
H -0.2362 3.8035 1.2401
H 1.8201 1.9400 1.3640
H 1.2752 2.4934 -0.2135
O -1.0002 0.2912 -1.9035
C 0.0393 0.0143 -2.6253
O 1.0890 -0.1748 -1.8079
C 0.1153 -0.0825 -4.0277
C 1.3431 -0.4176 -4.6336
C 1.3818 -0.5001 -6.0006
C 0.2670 -0.2619 -6.7926
C -0.9266 0.0667 -6.1624
C -1.0374 0.1638 -4.8012
N -2.1377 0.3240 -6.9915
O -3.1465 0.5936 -6.3789
O -1.9988 0.2377 -8.1817
N 2.6730 -0.8595 -6.6511
O 2.6702 -0.9111 -7.8515
O 3.5991 -1.0683 -5.9002
H 2.2453 -0.6119 -4.0698
H 0.3256 -0.3310 -7.8733
H -1.9929 0.4237 -4.3663
```

Results of the natural (NBO) charge analysis, in e, for atoms 1 through 2:
1 W 1.240
2 C -0.632


[4]
DFT (ωB97M-V/def2-TZVPD) results for 2 unconnected molecules or ions with the total composition C15H19N2OS2.

- Gap between HOMO and LUMO: 4.990 eV
- Strongest force on any atom: 2.5 eV/Å
- Net charge: +1
- Energy above the lowest of the compared OMol25 structures with the same formula, charge and spin: 0.0 kJ/mol
- DFT total energy: -42552.7949 eV

Structure (XYZ):
```
39
C15H19N2OS2 ωB97M-V/def2-TZVPD
C 5.3228 -2.1598 1.1422
O 4.4460 -1.0815 1.5541
C 3.0935 -1.3216 1.5539
C 2.2931 -0.2038 1.8583
C 0.9099 -0.3021 1.7778
C 0.3255 -1.5728 1.6194
N -1.0538 -1.6914 1.6323
C -1.9110 -0.6663 1.2658
N -3.1397 -1.2581 1.3511
C -4.3676 -0.6496 0.9108
C -3.0600 -2.5634 1.8499
C -1.7531 -2.8548 1.9961
C 1.1167 -2.7050 1.4125
C 2.4993 -2.5788 1.2757
H 6.3136 -1.7323 1.2327
H 5.2002 -3.0214 1.8155
H 5.1076 -2.4405 0.0999
H 2.8005 0.7121 2.1266
H 0.2811 0.5802 1.8602
H -4.1850 0.2802 0.3695
H -4.9094 -1.3465 0.2473
H -5.0499 -0.4273 1.7489
H -3.9057 -3.1927 2.0181
H -1.2620 -3.7564 2.3190
H 0.6357 -3.6834 1.2743
H 3.0947 -3.4412 0.9551
C -1.0649 4.0990 -3.5826
C -0.3928 2.8315 -4.0742
S -0.7532 1.3012 -3.1334
C -0.8296 1.7535 -1.5165
S -0.9628 3.2766 -0.8476
C -0.5587 4.4515 -2.1966
H -0.8026 4.9187 -4.2668
H -2.1489 4.0030 -3.5962
H -0.7277 2.6054 -5.0944
H 0.6976 2.9574 -4.0728
H -0.8277 0.9308 -0.8071
H 0.5336 4.5521 -2.2098
H -1.0053 5.3978 -1.8692
```

Results of the natural (NBO) charge analysis, in e, for atoms 1 through 2:
1 C -0.256
2 O -0.498


[5]
DFT (ωB97M-V/def2-TZVPD) results for C15H19N3O3S in the gas phase.

- Gap between HOMO and LUMO: 9.193 eV
- Strongest force on any atom: 1.0 eV/Å
- Energy above the lowest of the compared OMol25 structures with the same formula, charge and spin: 0.0 kJ/mol
- SMILES string: O=C(Cn1c(=O)[nH]c2ccsc2c1=O)NC1CCCCCC1
- DFT total energy: -37313.5588 eV

Structure (XYZ):
```
41
C15H19N3O3S ωB97M-V/def2-TZVPD
O 1.6729 -2.0426 -0.8078
C 1.2896 -0.9464 -1.1540
N 0.0264 -0.6530 -1.5022
H -0.2348 0.3207 -1.5559
C -1.0691 -1.5845 -1.3090
C -2.0601 -1.4561 -2.4687
C -2.6897 -0.0726 -2.6432
H -3.5429 -0.1790 -3.3180
C -3.1566 0.5823 -1.3441
C -3.9736 -0.3388 -0.4389
C -3.2005 -1.5293 0.1632
H -3.4831 -1.6296 1.2137
C -1.6810 -1.3967 0.0998
H -1.2391 -2.1438 0.7621
H -1.3862 -0.4204 0.4881
H -3.4939 -2.4597 -0.3247
H -4.3648 0.2741 0.3764
H -4.8335 -0.7123 -0.9985
H -2.3018 0.9717 -0.7917
H -3.7802 1.4424 -1.6030
H -1.9783 0.5966 -3.1331
H -2.8443 -2.1991 -2.3319
H -1.5324 -1.7138 -3.3901
H -0.6196 -2.5823 -1.3643
C 2.2486 0.2559 -1.2436
N 2.5248 0.7441 0.1013
C 1.4688 1.3252 0.7677
O 0.3890 1.5190 0.2463
N 1.6975 1.6971 2.0686
C 2.9021 1.5102 2.6914
C 3.9481 0.9596 1.9790
C 3.8268 0.5562 0.6003
O 4.7136 0.1206 -0.0945
S 5.3733 0.8299 2.9458
C 4.5456 1.5118 4.2846
C 3.2478 1.8290 4.0221
H 2.5718 2.2647 4.7346
H 5.0682 1.6449 5.2111
H 0.9222 2.1178 2.5612
H 3.2045 -0.0752 -1.6548
H 1.8239 1.0618 -1.8455
```

Results of the natural (NBO) charge analysis, in e, for atoms 1 through 2:
1 O -0.621
2 C 0.669


[6]
DFT (ωB97M-V/def2-TZVPD) results for a molecular structure, C15H19N3O5S2Sc.

- Gap between HOMO and LUMO: 7.809 eV
- Strongest force on any atom: 0.4 eV/Å
- Net charge: +1
- Energy above the lowest of the compared OMol25 structures with the same formula, charge and spin: 2.5 kJ/mol
- DFT total energy: -72940.4840 eV

Structure (XYZ):
```
45
C15H19N3O5S2Sc ωB97M-V/def2-TZVPD
Sc 0.3938 -1.2046 -0.3114
O 0.3455 1.6704 2.2402
C 1.0843 0.8778 1.6795
O 0.8282 0.4843 0.4398
C 2.2820 0.2995 2.3308
C 2.9173 1.1192 3.2651
C 4.0607 0.7000 3.9166
C 4.5635 -0.5654 3.6522
C 3.9243 -1.4007 2.7507
C 2.7812 -0.9853 2.0730
S 2.0625 -2.2254 1.0026
H 2.4971 2.0968 3.4579
H 4.5526 1.3516 4.6250
H 5.4555 -0.9131 4.1561
H 4.3086 -2.3954 2.5690
N -1.8997 2.3204 0.6821
C -2.8426 1.1840 0.8695
C -2.3649 -0.0667 0.1396
N -1.5281 -1.0355 0.9173
H -2.3055 3.1815 1.0444
H -1.7017 2.4781 -0.3626
H -1.0123 2.1612 1.1878
H -3.7874 1.4863 0.4248
H -2.9873 1.0105 1.9364
H -1.8006 0.2674 -0.7294
H -3.2308 -0.5920 -0.2541
H -2.0930 -1.8216 1.2211
H -1.1795 -0.6031 1.7724
N 0.7309 -2.9915 -2.0230
C 0.0582 -1.9362 -2.6836
C 0.7481 -0.7243 -2.8285
C 0.0338 0.4562 -3.0342
C -1.3525 0.4266 -3.0944
C -2.0155 -0.7936 -3.0870
C -1.3227 -1.9751 -2.8535
S -2.2904 1.9493 -2.8412
O -1.3862 2.6582 -1.9069
O -2.4717 2.5821 -4.1067
O -3.4752 1.4684 -2.1456
H 0.2742 -3.8932 -2.0810
H 1.7132 -3.0812 -2.2586
H 1.8328 -0.7145 -2.7576
H 0.5504 1.4066 -3.0674
H -3.0956 -0.8033 -3.1618
H -1.8556 -2.9149 -2.7653
```

Results of the natural (NBO) charge analysis, in e, for atoms 1 through 2:
1 Sc 1.573
2 O -0.638


What is the DFT total energy in the first record? -67974.8793 eV


Look up the strongest force on any atom of the first one. 0.8 eV/Å


Look up the DFT total energy of the fourth one. -42552.7949 eV